No. 1
A molecular structure, C33H49BClI2N8O2PRb in a non-equilibrium geometry. Source: the Open Molecules 2025 dataset; level of theory: the ωB97M-V functional and the def2-TZVPD basis.

CARTESIAN COORDINATES (ANGSTROEM)
Rb: -0.4606 -0.1681 0.1341
C: 0.5095 0.8315 -4.8726
C: 1.0722 0.8138 -3.5791
N: 0.3466 0.1022 -2.7370
N: -0.7012 -0.3580 -3.4693
C: -0.6325 0.0852 -4.7499
B: -1.8331 -1.1327 -2.8263
N: -1.3338 -2.3254 -1.9844
C: -2.0700 -3.4145 -1.6337
C: -1.2460 -4.3042 -1.0024
C: 0.0134 -3.6673 -1.0114
N: -0.0334 -2.4912 -1.6059
N: -2.6739 -0.1144 -1.9224
C: -3.8940 -0.3495 -1.3227
C: -4.3100 0.8574 -0.6983
C: -3.2981 1.7152 -0.9417
N: -2.2754 1.0879 -1.7021
N: -2.8117 -1.6949 -3.8458
C: -2.6346 -2.7257 -4.6969
C: -3.7696 -2.8336 -5.4644
C: -4.6162 -1.8212 -4.9784
N: -4.0352 -1.1266 -4.0113
H: 0.8836 1.3135 -5.7592
H: 1.9825 1.2813 -3.2345
H: -1.3881 -0.1786 -5.4718
H: -3.1216 -3.4821 -1.8640
H: -1.5064 -5.2703 -0.6047
H: 0.9493 -4.0164 -0.6023
H: -4.3559 -1.3213 -1.3522
H: -5.2121 1.0112 -0.1338
H: -3.1724 2.7435 -0.6504
H: -1.7162 -3.2906 -4.6957
H: -3.9654 -3.5450 -6.2480
H: -5.6160 -1.5668 -5.2947
I: 2.9228 -2.0856 1.6032
C: 1.9365 -2.4365 3.4419
I: 1.2430 -0.6902 4.4196
H: 2.6375 -2.9278 4.1025
H: 1.0532 -3.0181 3.2116
Cl: -4.4512 -3.2460 1.9811
C: -2.6770 -3.4427 2.1764
C: -1.8377 -2.2708 1.6873
O: -0.6537 -2.2786 2.0905
O: -2.3635 -1.4283 0.9090
H: -2.3936 -4.3202 1.5996
H: -2.4723 -3.6267 3.2265
C: -3.6320 6.6772 1.3627
C: -4.3343 5.6054 2.2174
C: -3.6827 4.2240 2.0676
C: -2.1584 4.3507 1.9672
C: -1.7843 5.1226 0.6739
C: -2.9164 6.0345 0.1811
P: -1.3309 2.6996 1.9805
C: 0.4321 3.0563 2.4169
C: 1.2547 3.3939 1.1607
C: 2.6809 3.7609 1.5586
C: 2.7076 5.0656 2.3790
C: 1.3579 5.3490 3.0477
C: 0.7144 4.0642 3.5627
C: -1.9196 1.8055 3.4866
C: -2.0055 2.5769 4.8221
C: -2.9677 1.8957 5.8065
C: -2.8469 0.3798 5.6896
C: -3.3297 -0.1012 4.3070
C: -3.2041 0.9977 3.2426
H: -2.8943 7.2152 1.9662
H: -4.3521 7.4229 1.0229
H: -5.3907 5.5386 1.9470
H: -4.3042 5.8967 3.2702
H: -4.0644 3.7217 1.1712
H: -3.9717 3.5939 2.9074
H: -1.8215 4.9320 2.8325
H: -1.5027 4.4213 -0.1191
H: -0.8969 5.7307 0.8615
H: -3.6403 5.4610 -0.4089
H: -2.5105 6.7915 -0.4920
H: 0.7839 2.0710 2.7469
H: 0.8037 4.2238 0.6073
H: 1.2521 2.5421 0.4765
H: 3.3149 3.8516 0.6755
H: 3.0933 2.9368 2.1490
H: 2.9813 5.9074 1.7394
H: 3.4820 4.9979 3.1466
H: 0.6812 5.8298 2.3354
H: 1.4850 6.0588 3.8674
H: -0.1940 4.2987 4.1172
H: 1.3927 3.5998 4.2864
H: -1.1281 1.0510 3.5902
H: -2.3105 3.6147 4.6619
H: -1.0108 2.6169 5.2743
H: -3.9989 2.1923 5.5883
H: -2.7592 2.2356 6.8228
H: -3.4040 -0.1203 6.4832
H: -1.7970 0.1015 5.8327
H: -4.3666 -0.4394 4.3594
H: -2.7375 -0.9651 3.9938
H: -4.0741 1.6602 3.2852
H: -3.2031 0.5418 2.2519

Atoms 1-6, force components in eV/Å:
2.1726 0.8273 -0.0310
0.0473 0.0828 0.0684
0.0668 -0.0233 -0.0362
-0.2237 0.1899 -0.3554
-0.0587 0.0372 0.1789
0.0246 -0.1375 0.0947

## Properties
frontier orbital gap (spin up / spin down): 8.72 / 4.89 eV
ΔE to the lowest compared entry with this formula, charge and spin: 32.8 kcal/mol
LUMO level (spin up / spin down): 0.006 / -0.133 hartree
expectation value of S²: 0.761
spin multiplicity: 2
DFT total energy: -90378.10586 eV

No. 2
6 unconnected molecules or ions with the total composition C33H49Cl4F15NO14P2 in a non-equilibrium geometry. Source: the Open Molecules 2025 dataset; level of theory: the ωB97M-V functional and the def2-TZVPD basis.

CARTESIAN COORDINATES (ANGSTROEM)
C: 11.4803 0.0134 1.9818
C: 10.2437 -0.7755 1.5149
C: 8.9475 -0.3468 2.1594
O: 8.2714 0.6539 1.3851
C: 7.4019 1.4303 2.1070
C: 6.2317 0.7101 2.8435
Cl: 6.6020 0.0571 4.4429
C: 5.1626 1.7974 2.9289
C: 3.7060 1.4266 3.2135
Cl: 3.5414 1.1610 4.9847
C: 2.6772 2.5067 2.8197
C: 1.4646 1.8603 2.1617
N: 5.4029 2.7068 1.7673
C: 6.7754 2.4964 1.1533
P: 7.5183 4.2483 1.3249
P: 9.6956 4.2201 1.4154
O: 10.3408 4.5298 0.1770
O: 10.1735 2.8673 2.0908
O: 10.0597 5.3900 2.4536
C: 6.7959 2.0307 -0.2904
Cl: 8.0251 2.7132 -1.2919
C: 6.0181 1.1509 -0.8449
C: 6.1075 0.6954 -2.2508
Cl: 4.7415 0.4077 0.0810
H: 11.7093 0.7509 1.2224
H: 11.2426 0.5835 2.8691
H: 12.3425 -0.6119 2.1493
H: 10.1549 -0.7651 0.4375
H: 10.4129 -1.8062 1.7993
H: 8.3178 -1.2355 2.1835
H: 9.0903 -0.0499 3.1940
H: 7.9196 1.9660 2.9197
H: 6.0250 -0.1526 2.2282
H: 5.4605 2.3408 3.8223
H: 3.4326 0.4824 2.7714
H: 2.3293 2.9848 3.7210
H: 3.0819 3.2965 2.1896
H: 1.0547 1.0774 2.7880
H: 0.6982 2.6178 2.0502
H: 1.6884 1.4306 1.1909
H: 5.4890 3.6210 2.2304
H: 4.6577 2.8062 1.0758
H: 7.2123 4.9380 0.1368
H: 11.1285 2.9721 2.2491
H: 9.6879 5.1294 3.3151
H: 6.4318 1.4819 -2.9107
H: 6.8517 -0.0957 -2.2764
H: 5.1673 0.2557 -2.5492
C: -2.7774 3.2865 -3.0701
C: -2.4757 1.8965 -2.5575
O: -1.9634 1.9332 -1.2051
C: -2.8799 2.0212 -0.2538
O: -4.0629 2.0730 -0.4073
C: -2.2090 1.9808 1.1255
F: -1.1256 2.7869 1.1951
F: -1.7894 0.7354 1.4230
F: -3.0547 2.3499 2.0844
H: -1.8943 3.9219 -2.9894
H: -3.0865 3.2434 -4.1130
H: -3.5707 3.7638 -2.4946
H: -1.6965 1.4394 -3.1635
H: -3.3496 1.2494 -2.6072
C: -0.7051 -1.6439 -7.7354
C: 0.5150 -0.9183 -7.2108
O: 0.4153 0.5025 -7.4429
C: -0.3069 1.1861 -6.5717
O: -0.8769 0.7414 -5.6174
C: -0.2827 2.6807 -6.9289
F: -0.4676 2.8872 -8.2396
F: 0.9022 3.2299 -6.5958
F: -1.2422 3.3319 -6.2673
H: -0.8632 -1.4117 -8.7888
H: -0.5821 -2.7206 -7.6265
H: -1.6039 -1.3444 -7.1971
H: 1.4055 -1.2438 -7.7440
H: 0.6740 -1.1163 -6.1515
C: -5.0237 -2.7397 -0.2161
C: -5.8965 -3.0750 -1.4050
O: -5.3841 -2.4621 -2.6092
C: -4.3961 -3.0930 -3.2232
O: -3.8856 -4.1206 -2.8882
C: -4.0043 -2.3108 -4.4868
F: -3.9212 -0.9944 -4.2272
F: -4.9137 -2.4808 -5.4615
F: -2.8213 -2.7114 -4.9653
H: -4.9156 -1.6584 -0.1150
H: -5.4623 -3.1385 0.6972
H: -4.0232 -3.1577 -0.3317
H: -6.8938 -2.6689 -1.2610
H: -5.9958 -4.1508 -1.5381
C: -8.4071 -7.1254 3.1630
C: -8.7879 -7.3108 1.7101
O: -9.4881 -6.1552 1.2065
C: -8.7376 -5.1350 0.8278
O: -7.5422 -5.0808 0.8629
C: -9.6305 -4.0117 0.2776
F: -10.6928 -3.7961 1.0653
F: -10.0804 -4.3324 -0.9480
F: -8.9489 -2.8643 0.1799
H: -9.2870 -6.8866 3.7609
H: -7.9513 -8.0340 3.5542
H: -7.6996 -6.3054 3.2836
H: -9.4778 -8.1448 1.6049
H: -7.9178 -7.5233 1.0906
C: -6.5661 2.4664 3.1470
C: -7.7853 1.5705 3.1790
O: -7.4078 0.1815 3.1027
C: -7.0214 -0.3901 4.2340
O: -6.9549 0.1310 5.3069
C: -6.7030 -1.8720 3.9760
F: -5.9694 -2.0315 2.8598
F: -7.8389 -2.5761 3.8243
F: -6.0218 -2.4011 4.9940
H: -5.9579 2.2476 2.2681
H: -6.8627 3.5143 3.1191
H: -5.9374 2.3100 4.0236
H: -8.4108 1.7553 2.3087
H: -8.3936 1.7508 4.0641

Atoms 1-6, force components in eV/Å:
-0.6810 0.4950 -0.7354
0.6852 0.1668 0.6528
-0.1146 -0.9462 -0.3820
0.1582 -0.0501 -0.0348
0.3125 0.7501 1.2355
0.2202 -0.1367 -1.1931

## Properties
frontier orbital gap: 9.48 eV
net charge: +1
LUMO level: -0.108 hartree
DFT total energy: -174596.90310 eV

No. 3
A molecular structure, C33H50BCl28I2N3O4S2 in a non-equilibrium geometry. Source: the Open Molecules 2025 dataset; level of theory: the ωB97M-V functional and the def2-TZVPD basis.

CARTESIAN COORDINATES (ANGSTROEM)
C: 0.3450 -3.7360 3.3111
C: 0.3416 -2.2067 2.9415
O: 1.0953 -1.8659 1.7554
B: 0.5758 -2.4968 0.5864
O: -0.5450 -2.0155 -0.0780
C: 1.4310 -3.7884 0.0670
O: 0.9409 -4.8449 0.3753
O: 2.6573 -3.6433 -0.6003
C: 2.6285 -3.9083 -2.0086
C: 3.2459 -2.5929 -2.6958
C: 2.8791 -1.2563 -1.9478
C: 3.8986 -0.8607 -0.7791
S: 3.9864 0.9747 -0.6468
C: 2.3055 1.6666 -0.7764
S: 1.7370 2.5355 0.5080
N: 1.4321 1.4851 -1.9087
C: 1.6154 1.7180 -3.2825
C: 0.3476 1.3150 -3.8395
N: -0.5620 0.8541 -2.8491
C: 0.1567 0.9726 -1.7148
C: 3.5431 -5.0872 -2.5239
I: 4.3610 -4.9418 -4.5508
C: 3.8724 -6.2327 -1.8576
C: 3.3345 -6.5316 -0.4289
I: 5.1496 -7.7794 -2.6992
C: 1.1875 -4.1501 -2.6279
C: 0.4137 -3.0326 -3.1713
C: -0.8592 -3.4729 -3.7338
C: -1.2137 -4.8649 -3.6996
N: -0.5534 -5.9385 -3.1694
C: 0.6271 -5.4802 -2.6617
H: 1.2967 -4.1710 2.8962
H: -0.5094 -4.2959 2.8374
H: 0.3597 -3.9424 4.4082
H: 0.8346 -1.6582 3.8070
H: -0.7215 -1.8470 2.9129
H: -0.9357 -1.3323 0.5037
H: 4.3613 -2.7175 -2.5814
H: 2.9335 -2.4799 -3.7592
H: 3.0184 -0.4345 -2.7113
H: 1.8092 -1.1702 -1.6268
H: 4.9033 -1.2764 -1.0454
H: 3.5905 -1.3663 0.1796
H: 2.5424 2.1007 -3.7594
H: 0.0539 1.3232 -4.9082
H: -0.2374 0.6969 -0.7191
H: 3.5530 -5.7076 0.3031
H: 2.2541 -6.8088 -0.4224
H: 3.8880 -7.4277 -0.0258
H: 0.7101 -1.9666 -3.2233
H: -1.5534 -2.7316 -4.1895
H: -2.1929 -5.1294 -4.1846
H: 1.2575 -6.2818 -2.1946
C: 3.2592 2.8561 -6.7036
Cl: 2.9395 1.1292 -6.9001
Cl: 4.0033 3.1977 -5.1360
H: 3.9331 3.1822 -7.4908
H: 2.3198 3.3982 -6.7721
C: -1.1571 -2.2016 6.9211
Cl: 0.3020 -1.7497 6.0231
Cl: -1.9196 -3.6417 6.2297
H: -0.8878 -2.4070 7.9549
H: -1.8646 -1.3764 6.8831
C: -4.0120 2.6822 -3.1553
Cl: -4.0031 2.6181 -4.9215
Cl: -4.8415 4.1342 -2.5681
H: -4.5266 1.8049 -2.7735
H: -2.9864 2.6939 -2.7989
C: 3.7281 -7.9191 -7.5190
Cl: 2.0876 -7.3834 -7.1347
Cl: 4.3412 -9.0407 -6.2979
H: 3.7182 -8.4194 -8.4841
H: 4.3811 -7.0514 -7.5590
C: -2.8529 1.4137 8.5507
Cl: -1.3925 1.8565 7.6583
Cl: -3.6172 -0.0211 7.8551
H: -2.5858 1.2034 9.5832
H: -3.5547 2.2396 8.5116
C: -1.6149 5.9063 -2.1214
Cl: -0.9686 4.2662 -2.2235
Cl: -1.1612 6.6873 -0.6007
H: -1.2234 6.4923 -2.9486
H: -2.6971 5.8581 -2.1830
C: 1.4186 -10.8524 -7.5811
Cl: 0.2619 -11.7984 -6.6370
Cl: 1.2153 -11.1325 -9.3163
H: 1.2619 -9.7965 -7.3757
H: 2.4262 -11.1400 -7.2939
C: 7.5359 2.1204 0.8393
Cl: 9.0087 2.6756 0.0352
Cl: 6.8557 0.7031 0.0297
H: 7.7727 1.8583 1.8667
H: 6.8018 2.9207 0.8217
C: 5.1288 4.9387 3.0953
Cl: 6.6127 5.5008 2.3127
Cl: 4.4782 3.5073 2.2879
H: 5.3494 4.6901 4.1299
H: 4.3876 5.7321 3.0556
C: -2.7198 -3.1147 10.3010
Cl: -1.4501 -1.9072 10.0543
Cl: -2.0357 -4.7240 10.5450
H: -3.2993 -2.8405 11.1780
H: -3.3619 -3.1334 9.4236
C: -6.0914 7.0681 -0.3679
Cl: -4.3541 6.8458 -0.6076
Cl: -6.4976 7.1509 1.3516
H: -6.3972 7.9950 -0.8445
H: -6.6193 6.2292 -0.8148
C: -6.8526 2.3900 7.7524
Cl: -7.2428 0.6695 7.6724
Cl: -5.9858 2.7878 9.2423
H: -6.2304 2.6508 6.9004
H: -7.7765 2.9608 7.7239
C: -8.3154 10.8272 -0.2447
Cl: -7.7480 9.9402 -1.6651
Cl: -7.1061 11.9882 0.3100
H: -9.2258 11.3608 -0.5029
H: -8.5156 10.1191 0.5552
C: -4.3470 12.1830 2.7267
Cl: -4.6526 10.4571 2.5096
Cl: -3.6260 12.5170 4.3060
H: -3.6653 12.5198 1.9504
H: -5.2892 12.7192 2.6498

Atoms 1-6, force components in eV/Å:
0.5696 -0.2933 -0.8769
0.1674 0.0708 2.1720
-1.4958 -1.3840 -0.9544
0.9380 1.1953 0.1493
0.9947 -0.4194 1.3098
-1.2180 0.2649 0.2005

## Properties
frontier orbital gap: 7.70 eV
LUMO level: -0.034 hartree
DFT total energy: -436865.78116 eV

No. 4
A molecular structure, C33H50CeGeI2N5O3 in a non-equilibrium geometry. Source: the Open Molecules 2025 dataset; level of theory: the ωB97M-V functional and the def2-TZVPD basis.

CARTESIAN COORDINATES (ANGSTROEM)
Ce: -0.5589 -0.6154 -0.4837
C: -3.5767 -1.9402 -2.0083
C: -4.0035 -0.4815 -1.7897
C: -4.0214 -0.2275 -0.3393
C: -5.0928 0.4100 0.3069
C: -5.1745 0.3766 1.6788
C: -4.1670 -0.1857 2.4467
C: -3.0859 -0.5885 1.7519
N: -2.9297 -0.6105 0.4190
N: -2.1162 -2.0782 -2.2445
C: -1.8373 -1.7182 -3.6346
C: -1.5288 -0.2409 -3.7873
C: -2.0952 0.4356 -4.9023
C: -1.7268 1.7936 -5.0812
C: -0.7215 2.3259 -4.2975
C: -0.2169 1.5528 -3.2652
N: -0.6529 0.3472 -2.9431
C: -1.8093 -3.5518 -2.0489
C: -0.3925 -3.8123 -2.2290
C: 0.1120 -5.0438 -2.6163
C: 1.4758 -5.0740 -2.8349
C: 2.3384 -4.0083 -2.5843
C: 1.7481 -2.8532 -2.0888
N: 0.4294 -2.7784 -1.9151
H: -4.1134 -2.4704 -2.8391
H: -3.7503 -2.4652 -1.1229
H: -5.0262 -0.3436 -2.2176
H: -3.3793 0.1157 -2.3888
H: -5.9580 0.7789 -0.2543
H: -5.9786 0.7877 2.2100
H: -4.2182 -0.2621 3.4843
H: -2.2762 -0.8960 2.4109
H: -2.6541 -1.9307 -4.3428
H: -0.8973 -2.1870 -3.9820
H: -2.8150 -0.0124 -5.6109
H: -2.2531 2.3353 -5.8540
H: -0.3542 3.3047 -4.3476
H: 0.4674 2.0062 -2.5803
H: -2.3946 -4.1931 -2.7425
H: -2.1791 -3.7189 -1.0328
H: -0.5192 -5.8541 -2.8120
H: 1.8615 -6.0110 -3.2653
H: 3.3841 -4.0787 -2.7832
H: 2.4063 -2.0016 -1.9402
C: 3.4506 0.9190 4.5836
C: 2.5076 1.8699 3.8142
C: 1.4014 2.4937 4.5489
C: 3.2800 2.9674 3.1793
O: 2.0605 0.9877 2.7104
Ge: 0.3461 0.4015 3.0540
O: -0.5612 1.2787 -0.1166
C: -0.9432 2.7109 -0.0728
C: 0.2483 3.5871 -0.4038
C: -2.2094 3.0010 -0.8643
C: -1.3539 2.8210 1.4140
O: 0.2801 -1.0200 1.6559
C: 0.7138 -2.3764 2.1417
C: -0.2887 -3.3487 1.5692
C: 0.6636 -2.3000 3.6563
C: 2.1316 -2.5366 1.6627
H: 3.9815 1.4031 5.3303
H: 4.1377 0.4944 3.8092
H: 2.8891 0.1692 5.0797
H: 1.7810 3.2503 5.2427
H: 0.8897 1.8405 5.1767
H: 0.7004 3.0098 3.8317
H: 3.5310 3.6694 4.0050
H: 2.6660 3.3280 2.3527
H: 4.2283 2.5664 2.7372
H: 0.4328 3.4570 -1.4958
H: 1.1105 3.2258 0.1938
H: -0.0175 4.6053 -0.3079
H: -2.3281 2.2466 -1.6540
H: -2.2053 4.0406 -1.4194
H: -3.1041 2.9528 -0.1740
H: -0.4631 2.5281 1.9677
H: -2.1772 2.1497 1.6228
H: -1.8276 3.8105 1.5940
H: -1.2505 -3.1939 2.0509
H: -0.0370 -4.3892 1.8251
H: -0.3012 -3.2058 0.4997
H: -0.2706 -1.9682 4.0799
H: 1.5254 -1.5835 3.9783
H: 0.9339 -3.2300 4.1078
H: 2.1439 -2.7418 0.6124
H: 2.5452 -3.4579 2.0900
H: 2.7167 -1.7123 1.9364
I: 6.8289 2.0079 -0.5540
C: 7.5131 3.9742 -0.7608
I: 6.0833 5.3273 -1.4565
H: 8.3801 3.9899 -1.3848
H: 7.8725 4.3408 0.2302
N: 3.2749 0.3670 -0.3621
C: 2.1660 0.1336 -0.5679
H: 4.1745 0.8012 -0.2479

Atoms 1-6, force components in eV/Å:
0.6134 -0.8114 -0.8336
0.1886 0.1698 -1.5849
-1.6909 -1.6043 -0.6950
0.6200 1.3419 1.8643
-0.2813 -0.8715 -0.8777
0.6331 -0.0889 0.5194

## Properties
frontier orbital gap: 4.52 eV
net charge: +3
LUMO level: -0.369 hartree
DFT total energy: -134248.33015 eV